Molecular formula: C20H26N8S2Ti
Method: DFT, ωB97M-V/def2-TZVPD

Structure (XYZ):
```
57
Properties=species:S:1:pos:R:3:forces:R:3:mulliken_spin:R:1
Ti 1.0214 -0.0745 0.8823 0.6431 1.5257 0.5771 1.025
C 5.4919 -0.2918 3.5513 -0.1704 -0.6319 -1.0484 0.000
C 4.0630 -0.6351 3.8144 0.8484 0.4707 2.1201 0.002
N 3.6225 -1.1502 4.9500 -0.7978 -0.3265 -1.5570 0.003
N 2.2201 -1.0272 4.8713 1.1295 1.0338 -1.1805 -0.003
C 1.8682 -0.2916 3.8229 0.4701 0.0609 -0.1367 0.012
S 0.4242 0.4954 3.4747 -0.2279 -0.4464 -1.1970 -0.014
N 3.0379 -0.0783 3.0975 -0.8607 -0.7319 0.2849 -0.002
N 3.0105 0.4410 1.7730 0.0931 -0.9626 -0.1717 -0.003
H 6.1362 -1.0034 4.1019 -0.1398 0.4073 -0.7580 0.000
H 5.6716 0.7083 3.9109 0.0481 0.3899 0.4818 0.000
H 5.6612 -0.1880 2.4385 0.2678 -0.7204 1.1776 0.000
H 1.5391 -1.4168 5.5200 0.6545 0.1323 0.3256 0.000
H 3.8089 0.1362 1.1503 -0.7840 0.3150 1.3533 0.001
H 2.9607 1.4481 1.8159 0.5469 0.6085 0.1159 0.003
C -1.4299 -3.4117 1.4673 -0.9077 -0.2708 0.0870 0.000
C -0.3096 -2.6969 1.0441 -0.9472 0.5013 1.0330 -0.008
N -0.4082 -1.3865 0.7702 -0.7138 -0.8664 0.3175 -0.005
C -1.5915 -0.7249 0.9157 -0.8022 -0.5128 0.2170 -0.016
C -2.7696 -1.4507 1.2485 -0.7397 1.5822 -0.2127 0.003
C -2.7094 -2.8298 1.5400 1.6490 0.8363 -0.7614 0.001
C -4.0074 -0.6732 1.3336 -0.6715 -0.6253 0.2463 -0.003
C -4.0705 0.6890 1.2373 1.0015 -0.6395 0.0239 0.002
C -2.8405 1.4339 1.0327 0.7454 0.4321 -0.3762 -0.004
C -2.7303 2.8927 1.0718 0.8499 -1.3214 1.4140 0.018
C -1.4713 3.4846 1.1026 -0.7913 0.0247 -0.2376 -0.007
C -0.3455 2.7178 0.7601 0.2595 0.9837 0.1726 0.039
N -0.4077 1.4269 0.6040 -1.2943 -2.3479 0.3858 -0.056
C -1.6303 0.7196 0.8536 0.3878 1.4045 -0.8124 0.030
H -1.3098 -4.4340 1.7779 0.1142 -0.2799 -0.0868 0.000
H 0.6927 -3.0977 1.1661 -0.1065 -0.2130 -0.5947 -0.004
H -3.6252 -3.3462 1.8015 0.2430 -0.2388 0.1298 0.000
H -4.9520 -1.2455 1.5150 0.9630 0.5866 -0.1365 0.000
H -5.0220 1.1861 1.3728 0.0932 0.1524 -0.1160 0.000
H -3.6193 3.4132 1.4001 -0.0312 0.3586 -0.3723 0.000
H -1.2751 4.5146 1.4158 -0.5057 -0.2502 -0.4357 0.000
H 0.6408 3.2255 0.6714 -0.7245 -0.5361 0.0211 0.000
C -0.4474 -1.5890 -5.5499 0.5336 -0.9642 -2.4478 0.000
C -0.6222 -1.4180 -4.0864 -0.6822 0.1086 -0.5678 0.001
N 0.5937 -1.2109 -3.3553 1.8041 -0.0203 2.2160 -0.001
C 0.9228 -0.2117 -2.5143 0.7602 -0.3179 -1.7452 0.010
S 2.0823 -0.5575 -1.1387 -0.5376 0.3404 -1.2620 -0.033
N 0.6807 1.0608 -2.8053 0.3535 -0.3473 1.8820 0.006
C -0.1928 1.7056 -3.7646 -0.6926 -0.0674 0.1431 -0.001
C -1.4632 2.2991 -3.1741 -0.6243 0.5535 -0.6308 0.001
H -1.4116 -1.8207 -6.0294 0.0846 0.2376 0.3864 0.000
H 0.1636 -2.5063 -5.8536 -0.4096 1.3523 0.6766 0.000
H -0.0647 -0.6978 -6.0839 0.0535 -0.4592 0.3860 0.000
H -1.0364 -2.3461 -3.7330 -0.5731 -0.1467 0.5532 -0.001
H -1.2550 -0.5643 -3.8814 -0.5441 -0.3399 0.2151 0.000
H 1.1790 -2.0429 -3.2499 -0.3675 0.3015 0.1494 0.000
H 1.1441 1.6524 -2.1452 -0.0198 0.5841 0.2749 0.002
H -0.4452 0.9268 -4.4466 -0.1538 0.0131 -0.8568 0.000
H 0.3236 2.4860 -4.2764 0.7878 0.3091 -0.4137 0.000
H -1.9301 1.6117 -2.4993 -0.4035 -0.5304 0.4753 0.000
H -2.1666 2.4642 -4.0144 0.3147 -0.1102 0.4156 0.000
H -1.4005 3.2791 -2.6752 0.5243 -0.3815 -0.1424 0.000
```
Forces are in eV/Å.

* highest occupied orbital energy (spin up / spin down): -0.64589 / -0.64572 Ha
* spin multiplicity: 2
* orbital gap (spin up / spin down): 7.35 / 7.44 eV
* LUMO (spin up / spin down): -10.2 / -10.1 eV
* relative energy (zero: lowest compared OMol25 entry of this formula, charge and spin): 10.8 kcal per mole
* calculated total energy: -77844.00746 eV
* net charge: +3



Molecular formula: C20H26O3
Method: DFT, ωB97M-V/def2-TZVPD

Structure (XYZ):
```
49
Properties=species:S:1:pos:R:3:forces:R:3:mulliken_charge:R:1
O -3.5745 -2.2393 -3.5009 -0.4134 -0.0680 0.8196 -0.411
O 3.3968 3.4533 2.5732 -1.3837 -0.1794 -0.4568 -0.602
O 3.1592 0.9510 2.7495 0.6459 -1.2884 1.6796 -0.667
C -3.0400 -3.4574 -3.2417 0.0981 -1.4773 -2.2501 -0.324
C -2.4169 -3.5780 -2.0955 2.0777 1.2761 2.7061 -0.872
C -3.4286 -0.1344 -2.0550 1.4018 1.1265 0.4111 -0.970
C -3.3029 -1.5546 -2.3643 2.4526 0.6671 2.9699 0.007
C -2.4956 -2.2368 -1.4418 -0.5260 0.2065 -1.6593 0.343
C -2.3908 0.4807 -1.3365 -2.6402 0.5024 -2.7927 -1.023
C -0.5489 -2.2841 0.2083 -1.2070 0.5472 1.7127 -1.262
C -0.0265 -1.5246 1.4253 1.1142 -0.9807 1.4469 -1.825
C -0.2771 -0.5000 -2.2207 1.8618 2.3062 -0.0493 -1.451
C 0.2407 2.1682 -0.3179 -1.0310 -1.9339 0.5557 -1.388
C 1.7842 2.0248 -0.5795 -1.7906 1.9556 3.1821 -1.494
C 1.9742 -0.1615 0.5860 0.0327 -2.5024 -1.0948 -1.364
C 2.0212 2.9750 2.4005 1.0973 0.0649 1.4878 -0.871
C 0.7902 0.6270 2.3947 0.9136 1.7933 0.4642 -2.044
C -1.6550 -1.3889 -0.3396 0.2978 -4.2319 -1.7962 0.422
C 0.5277 -0.0881 1.0893 -1.7813 -0.6130 1.7883 2.428
C -1.0690 -0.1485 -0.9248 -2.2524 2.2559 -0.4823 1.618
C -0.5377 0.8514 0.2506 3.2536 -2.4227 -1.4832 -0.429
C 2.4086 1.2831 0.6360 0.5587 -1.2108 -1.4184 -0.045
C 2.0356 1.4893 2.0690 0.3816 1.0020 0.9864 1.134
H 3.9610 2.6646 2.4988 -0.2998 0.2573 0.3261 0.431
H 2.8991 0.5053 3.5949 0.2144 0.8004 -1.1951 0.384
H -2.8823 -4.2200 -3.9990 -0.9651 0.5607 -0.4170 0.402
H -1.7622 -4.4392 -1.9114 -0.5445 0.4602 0.3580 0.338
H -4.3450 0.3769 -2.3627 0.4888 0.2620 0.2172 0.419
H -2.5222 1.5547 -1.1641 -0.0682 -0.3003 0.0919 0.322
H -0.9676 -3.2302 0.4957 -0.3815 -0.5336 0.4935 0.556
H 0.1876 -2.5745 -0.4945 0.9511 0.3031 -0.9269 0.433
H 0.7383 -2.1361 2.0236 0.0130 0.8778 -1.3878 0.502
H -0.7374 -1.5917 2.2931 -0.4130 0.9078 -1.1925 0.390
H -0.1289 0.3732 -2.9944 -0.2376 -1.2905 1.8537 0.224
H 0.7375 -0.9099 -1.9643 -1.0063 0.2446 -0.5038 0.167
H -0.8714 -1.2052 -2.7528 -0.1247 -0.7390 -0.3564 0.480
H 0.0106 2.9228 0.4250 0.3546 0.3523 0.0621 0.422
H -0.3475 2.4309 -1.1833 0.1515 0.3645 -0.6100 0.703
H 1.9829 1.4712 -1.4363 0.3565 -0.9567 -1.5802 0.581
H 2.1924 3.0648 -0.6971 -0.2080 -0.9669 0.1046 0.408
H 2.5855 -0.9583 1.1998 -1.1371 1.9477 -0.7612 0.204
H 1.9521 -0.6021 -0.3973 0.3778 0.0022 -0.6766 0.597
H 1.5424 3.5663 1.6538 -0.1937 0.3694 -0.7358 0.222
H 1.4279 3.1158 3.3096 0.3499 0.2317 0.3545 0.399
H 0.9264 0.0079 3.3078 0.1245 0.1301 -0.6981 0.338
H 0.1173 1.4104 2.6646 -1.5481 0.0638 0.2164 0.243
H -2.3525 -1.1637 0.4279 -0.5800 0.3623 0.9558 0.409
H -1.3971 1.1444 0.8990 0.6953 -0.3910 -0.4967 0.777
H 3.4783 1.4144 0.5993 0.4679 -0.1154 -0.2228 0.736
```
Forces are in eV/Å.

* highest occupied orbital energy: -0.29028 Ha
* structure (SMILES): C[C@@]12C=Cc3occc3[C@H]1CC[C@@]13C[C@@H](CC[C@H]12)[C@@](O)(CO)C3
* orbital gap: 8.50 eV
* LUMO: 0.6 eV
* relative energy (zero: lowest compared OMol25 entry of this formula, charge and spin): 82.6 kcal per mole
* calculated total energy: -27300.11830 eV
* net charge: 0



Molecular formula: C20H27AlCl2NO6
Method: DFT, ωB97M-V/def2-TZVPD

Structure (XYZ):
```
57
Properties=species:S:1:pos:R:3:forces:R:3:mulliken_charge:R:1
C 2.0221 -1.7614 -0.3857 -0.2995 1.8352 1.2618 -0.438
O 2.7927 -0.5087 -0.2300 -2.4481 -2.1268 -0.0588 -0.406
C 1.9151 0.6666 -0.1127 0.1317 2.8977 0.1528 -0.217
C 1.7121 1.4626 -1.5697 -0.2942 -0.3029 0.0045 -0.527
C 0.1063 1.8746 -1.7833 0.9478 -0.4726 -0.2000 -0.708
C -0.7164 0.4582 -1.8470 -1.6333 -2.0903 -0.0886 0.362
C -0.2376 -0.6750 -2.9697 -2.7794 -1.6239 1.9943 -0.583
C -0.9729 -2.1611 -3.0957 -1.3897 3.5710 3.5227 -0.339
C -2.2219 -2.4553 -2.0716 1.9093 3.2010 0.4224 -0.613
C -2.7023 -1.3321 -0.9768 1.8982 0.4840 -1.5045 0.297
C -1.9751 0.1580 -0.8407 1.0213 -2.8599 -2.4973 0.437
C -2.5911 1.1920 0.2827 1.4026 2.9809 2.8830 0.303
O -1.8973 2.0770 1.0051 -3.8795 -5.4204 -4.7773 -0.420
C -4.2359 1.0565 0.5542 -1.1587 -4.7659 -1.0567 -0.431
C -4.8899 -0.3096 0.4499 2.6530 3.1429 -0.1299 -0.353
C -3.9581 -1.6487 0.0814 -0.4367 -3.6511 1.5709 0.181
O -4.1589 -2.8671 0.5902 1.1230 7.6197 -3.3297 -0.508
H 2.3976 -2.2735 -1.3835 -1.3920 4.1374 2.3351 0.629
H 2.1949 -2.5336 0.5070 -0.0583 1.4646 -1.8409 0.324
H 0.8742 -1.5464 -0.5184 2.1319 -0.6076 0.0512 0.166
H 2.4939 1.4542 0.5724 -1.2536 -2.0556 -1.3015 0.217
H 0.8977 0.4612 0.4343 1.9379 0.0890 -1.1887 0.275
H 2.3611 2.4386 -1.5819 -1.2755 -1.9331 0.0968 0.377
H 2.1045 0.7673 -2.4483 -0.9078 1.4540 1.8409 0.252
H -0.0254 2.5286 -2.7725 0.2510 -1.7373 2.0387 0.349
H -0.1738 2.5764 -0.8899 0.1549 -1.7272 -1.5674 0.269
H 0.6684 -0.4675 -3.7091 -2.2215 -0.2340 1.8183 0.329
H -0.6362 -2.9746 -3.8665 -0.7795 1.8402 1.4510 0.453
H -2.7559 -3.4985 -2.1177 1.0528 2.3848 0.2347 0.350
H -4.9409 1.9628 0.7803 1.9349 -1.7165 -0.3179 0.330
H -6.0500 -0.4263 0.6048 2.6741 0.0638 -0.1781 0.318
O -1.8844 -2.2786 -8.7997 2.0588 -0.7007 3.9682 -0.354
C -1.2622 -2.2709 -7.6122 -1.8482 6.3759 -3.8180 -0.040
C -1.0384 -3.7778 -7.1203 1.6248 -6.2983 3.4759 -0.198
O -0.4249 -3.7701 -5.9287 -1.7480 0.6490 -3.5298 -0.459
H -1.7773 -1.7596 -6.7799 -0.8068 -0.9177 -0.1162 0.212
H -0.2666 -1.7949 -7.5716 0.3191 -0.9458 -0.7129 0.243
H -0.5150 -4.2856 -7.9499 0.7208 0.9192 0.1419 0.286
H -2.0316 -4.2580 -7.1696 -0.2719 0.9142 0.6507 0.276
C -0.4550 3.4382 3.7514 -0.1861 0.1856 -0.1872 -1.259
C 0.9323 2.8953 3.5542 0.6076 -0.2175 -0.1031 0.751
O 1.4870 2.9028 2.4575 -0.1459 -0.0764 0.0644 -0.653
N 1.5821 2.3814 4.6380 -0.3961 0.2792 -0.8689 0.029
C 1.1103 2.2807 5.9984 0.3558 -0.1466 0.0386 -0.824
H -0.8394 3.8112 2.7977 0.2073 -0.1746 0.1974 0.195
H -1.1205 2.6466 4.1059 -0.0022 0.1781 0.0974 0.375
H -0.4353 4.2676 4.4635 -0.1185 -0.1681 0.0600 0.432
H 2.5105 2.0364 4.4233 -0.2022 0.1039 0.1510 0.116
H 1.8022 2.8335 6.6386 -0.2294 -0.1049 0.2109 0.284
H 1.1225 1.2259 6.2838 -0.1574 0.1744 0.2601 0.219
H 0.1027 2.6797 6.1208 0.1880 -0.0465 -0.1432 0.345
Al 2.7500 -3.6226 -1.9267 0.8925 -3.7541 -1.5746 0.354
C 4.3149 0.0118 6.9737 0.0953 -0.3863 0.0750 -0.266
Cl 3.1159 0.4221 8.2062 0.1108 -0.1691 0.0726 -0.141
Cl 4.6394 1.3917 5.9176 0.1420 -0.0275 -0.0875 -0.149
H 5.2439 -0.2856 7.4661 -0.2492 0.2142 -0.1009 0.327
H 3.9356 -0.8165 6.3703 0.0219 0.2994 0.1363 0.228
```
Forces are in eV/Å.

* highest occupied orbital energy: -0.40544 Ha
* orbital gap: 4.85 eV
* LUMO: -6.2 eV
* calculated total energy: -66566.81479 eV
* net charge: +1



Molecular formula: C20H27AlCl5CsF4NO6
Method: DFT, ωB97M-V/def2-TZVPD

Structure (XYZ):
```
65
Properties=species:S:1:pos:R:3:forces:R:3:mulliken_charge:R:1
C 1.8414 4.3303 3.9417 -0.3409 0.2226 0.0321 -0.768
O 1.3958 3.0318 4.2571 0.2646 -0.0363 0.1011 -0.447
C 1.5244 2.1211 3.1854 -0.5212 -0.6821 0.2462 -0.596
C 0.5307 2.3637 2.0661 0.5742 0.4729 -0.4288 -0.001
C 0.8526 1.6080 0.7720 -0.7514 0.2963 0.1289 -1.007
C 0.1949 0.2409 0.7160 0.6168 -0.4211 0.3486 -0.492
N 0.8457 -0.7638 1.5371 -1.2454 1.3913 -0.8802 0.867
C 2.2360 -0.8354 1.6062 0.4497 -0.6833 0.4049 -0.303
C 2.8251 -1.7391 2.3798 -0.0312 -0.7633 0.0849 -0.684
C 2.0329 -2.6984 3.1653 0.7357 -0.2670 -0.4299 0.047
C 2.5931 -3.6672 4.0361 -0.6275 0.7817 0.3570 0.359
O 2.2585 -3.8709 5.1829 -0.1656 -0.8093 0.2971 -0.620
O 3.6601 -4.5102 3.6352 0.4796 0.1377 -0.1636 -0.221
Cl 3.9846 -4.5628 1.9824 -0.4251 0.1350 -0.2200 -0.039
C 0.6404 -2.5999 3.0572 -0.1343 0.1777 0.5485 -0.685
C 0.0385 -1.6717 2.2767 0.0137 -0.4435 0.5026 -0.367
H 2.6088 4.3321 3.1687 0.1336 -0.0860 -0.1048 0.337
H 2.2477 4.7970 4.8329 0.0917 -0.0688 0.2159 0.270
H 1.0069 4.9480 3.6077 -0.0384 0.1328 -0.1741 0.270
H 1.3496 1.1340 3.6096 0.0630 -0.1405 0.1343 0.067
H 2.5463 2.0888 2.8034 0.1684 0.2740 -0.0996 0.443
H 0.5493 3.4220 1.8109 -0.0281 0.1983 0.0734 0.419
H -0.4937 2.1668 2.3848 -0.1277 -0.0872 0.1457 -0.004
H 1.9274 1.5768 0.6402 0.1435 -0.1098 -0.1770 0.513
H 0.4340 2.1931 -0.0419 0.0386 0.0510 -0.2194 0.290
H 0.0612 -0.1010 -0.3140 0.0919 0.0578 -0.2373 0.090
H -0.8110 0.3987 1.1145 -0.1994 -0.0520 -0.1785 -0.044
H 2.8474 -0.1645 1.0360 -0.2196 0.3020 -0.2765 0.428
H 3.8970 -1.7920 2.4385 0.2217 0.1553 -0.0943 0.516
H 0.0346 -3.2907 3.6263 -0.1467 -0.1254 0.0388 0.369
H -1.0511 -1.6548 2.2174 2.0639 -0.9315 -1.5237 -0.110
C -1.0072 -3.0377 -2.3371 0.0328 -0.0408 -0.0062 -0.630
C -1.5357 -3.3012 -3.5928 -0.0315 -0.0033 -0.0130 -0.374
C -2.6679 -2.6248 -4.0281 0.0335 -0.0137 0.0418 -0.392
C -3.2734 -1.6776 -3.2130 -0.0493 0.0518 -0.1333 -0.161
C -2.7410 -1.4159 -1.9587 0.0344 -0.0124 0.0441 -0.594
C -1.6125 -2.0952 -1.5195 -0.0806 0.0410 0.0444 0.073
H -0.1250 -3.5633 -1.9956 0.0090 0.0033 0.0133 0.422
H -1.0629 -4.0336 -4.2344 0.0048 -0.0078 -0.0052 0.362
H -3.0787 -2.8348 -5.0074 0.0152 0.0193 -0.0221 0.371
H -4.1536 -1.1398 -3.5474 0.2138 -0.1024 0.0975 0.259
H -3.2095 -0.6732 -1.3221 -0.0105 0.0213 -0.0156 0.325
H -1.2019 -1.8864 -0.5406 0.0567 -0.0811 0.0283 0.457
O -1.6671 3.6684 -0.4311 -0.0118 -0.8893 -0.3742 -0.416
C -2.1268 4.2896 -1.3758 0.3443 4.1902 3.0478 -0.273
C -2.4052 2.9435 -2.7954 -0.3578 -4.2533 -3.0538 -0.062
O -2.8556 3.5960 -3.7060 -0.0341 0.9348 0.4339 -0.356
H -1.5047 5.0301 -1.9088 0.4027 -0.8909 -0.7350 0.317
H -3.1399 4.7263 -1.3055 -0.4548 -1.0282 -0.4274 0.318
H -3.0447 2.1989 -2.2743 -0.3861 0.8372 0.7155 0.193
H -1.3951 2.4912 -2.8741 0.4778 1.0127 0.3948 0.272
C 7.8231 -6.6739 3.1595 -0.0997 0.0318 0.0931 0.346
Cl 6.2472 -5.9406 3.3930 0.4357 -0.2357 0.1894 0.005
Cl 8.6640 -6.8256 4.7123 0.0256 -0.0102 0.0099 -0.120
Cl 7.6344 -8.2829 2.4450 0.0163 -0.0397 -0.0139 -0.115
Cl 8.7923 -5.6675 2.0736 0.0404 0.0114 -0.0254 -0.119
Cs -2.4511 -0.4326 3.1966 -1.5408 1.2831 1.1918 1.021
O -6.1378 -0.3998 -3.5598 -0.2384 -0.0425 0.0457 -0.608
H -6.9060 -0.3421 -2.9842 -0.0131 0.0726 0.0066 0.283
H -6.4358 -0.9345 -4.3025 0.0162 0.0620 -0.0723 0.303
F -3.8685 6.5031 -8.4582 -0.0187 0.0644 -0.1055 -0.380
Al -3.6338 5.6839 -7.0001 0.0167 -0.0464 0.0593 0.653
F -4.9760 5.9236 -5.9999 -0.0943 0.0317 0.0695 -0.428
F -2.2498 6.2821 -6.2346 0.0894 0.0568 0.0583 -0.427
F -3.4442 4.0331 -7.3059 0.0078 -0.1071 -0.0346 -0.421
```
Forces are in eV/Å.

* highest occupied orbital energy: -0.11622 Ha
* orbital gap: 3.24 eV
* LUMO: 0.1 eV
* calculated total energy: -115581.17243 eV
* net charge: -1



Q: The highest calculated total energy belongs to which entry?
A: C20H26O3



Q: net charge of number 1 (C20H26N8S2Ti)?
A: +3